{"formula": "C34H57ClLaNP", "method": "the ωB97M-V functional and the def2-TZVPD basis", "symbols": ["La", "Cl", "P", "N", "C", "C", "C", "C", "C", "C", "C", "C", "C", "C", "C", "C", "C", "C", "C", "C", "C", "C", "C", "C", "C", "C", "C", "C", "C", "C", "C", "C", "C", "C", "C", "C", "C", "C", "H", "H", "H", "H", "H", "H", "H", "H", "H", "H", "H", "H", "H", "H", "H", "H", "H", "H", "H", "H", "H", "H", "H", "H", "H", "H", "H", "H", "H", "H", "H", "H", "H", "H", "H", "H", "H", "H", "H", "H", "H", "H", "H", "H", "H", "H", "H", "H", "H", "H", "H", "H", "H", "H", "H", "H", "H"], "xyz": [[-0.9199, 0.9611, 2.6236], [1.6672, 0.3785, 1.4066], [-0.6913, 0.1259, -1.7714], [2.0224, -0.3340, 5.7124], [2.3481, 1.6005, 2.5952], [-2.4341, -1.9875, -2.4366], [-0.9395, -3.9298, 2.1678], [-0.0571, -2.7865, 2.5128], [-2.4684, -3.1286, 4.1423], [2.0431, -0.3303, -2.3463], [0.6943, 4.5131, -3.1063], [-4.2983, -1.9242, -4.1902], [0.2638, 2.7080, -1.3408], [-4.0943, -0.4093, -4.3277], [-2.2354, -4.1409, 3.0220], [3.1530, 2.1755, 4.7883], [2.5504, -0.2209, 4.3742], [0.6388, -0.8618, -2.6897], [3.1351, -1.3061, -2.8107], [0.9585, 0.5068, 6.2003], [-0.5277, -1.8103, 3.2473], [3.2361, 3.5149, 4.3996], [-2.3165, -0.4519, -2.5155], [0.5132, -1.0812, -4.2011], [-1.9387, -1.7499, 3.7232], [3.0198, -1.6407, -4.3034], [0.2775, 4.2055, -1.6617], [-0.0348, 3.6441, -4.1397], [2.0550, -1.6634, 6.2635], [1.5967, -2.0416, -4.7179], [-3.8333, -2.4768, -2.8369], [-1.1723, 3.1218, 2.8279], [0.0053, 2.1477, -3.7939], [2.5156, 2.9113, 2.1651], [2.6908, 1.2045, 3.8915], [-2.6971, 0.0705, -3.9070], [-0.5385, 1.9014, -2.3811], [2.9202, 3.8883, 3.0853], [3.0301, -2.1203, 6.0450], [-0.1606, 2.5714, -0.3318], [3.7090, -2.4583, -4.5464], [-1.0860, 3.9595, -4.2000], [3.5405, 4.2575, 5.1288], [-1.6896, -2.4502, -3.1022], [3.4081, 1.8705, 5.8095], [-0.4722, -1.4855, -4.4628], [-0.0086, 0.3742, 5.6628], [3.0455, -2.2327, -2.2266], [-1.9633, -0.2724, -4.6512], [2.2016, 0.6391, -2.8432], [0.8282, -2.6234, 1.8979], [-0.4301, 3.9117, 3.1544], [1.3830, -3.0458, -4.3246], [-2.1428, 3.4996, 3.2758], [1.2236, 1.5712, 6.1544], [-3.1107, -4.1114, 2.3614], [-2.5219, -1.4034, 2.8514], [-1.5924, 2.2403, -2.3564], [2.9858, 4.9371, 2.7822], [-3.5334, -3.0556, 4.4060], [0.5158, -1.8505, -2.2039], [-4.5450, -2.1646, -2.0609], [1.9042, -1.6029, 7.3493], [-5.3618, -2.1545, -4.3261], [-2.1578, -0.9816, 4.4736], [-2.6773, 1.1685, -3.9271], [2.1349, -0.1490, -1.2658], [-0.5724, 1.5933, -4.5479], [0.6106, -0.1222, -4.7281], [2.2918, 3.1778, 1.1293], [-4.8341, 0.1069, -3.7003], [0.4079, 3.7964, -5.1328], [1.2980, 2.3286, -1.2979], [-3.7604, -2.4399, -4.9977], [-3.8391, -3.5732, -2.8590], [-0.7308, 4.6095, -1.4890], [3.3401, -0.7716, -4.8950], [0.4993, 5.5699, -3.3213], [0.9507, 4.7179, -0.9624], [1.2655, -2.3113, 5.8355], [1.0458, 1.7976, -3.8624], [4.1215, -0.8756, -2.5955], [-2.2543, -5.1362, 3.4689], [0.7979, 0.2272, 7.2563], [-3.0309, -0.0145, -1.7905], [1.9625, -0.8450, 3.6787], [3.5289, -0.7409, 4.3931], [-4.2820, -0.1023, -5.3647], [-1.3606, -3.7302, 1.1636], [1.7774, 4.3615, -3.2092], [-0.3739, -4.8596, 2.2036], [0.1701, -1.0253, 3.6257], [1.5314, -2.1020, -5.8128], [-1.9235, -3.4486, 5.0357], [-2.2018, -2.3302, -1.4183]], "lowdin_charge": [0.82, 0.62, 1.10, -0.29, -0.53, -0.23, -0.19, -0.14, -0.21, -0.23, -0.21, -0.21, -0.25, -0.20, -0.20, -0.06, -0.20, -0.45, -0.20, -0.12, -0.32, -0.07, -0.46, -0.22, -0.30, -0.21, -0.20, -0.20, -0.11, -0.20, -0.21, -0.61, -0.22, -0.11, -0.24, -0.22, -0.45, -0.07, 0.08, 0.05, 0.10, 0.11, 0.10, 0.10, 0.12, 0.08, 0.04, 0.11, 0.09, 0.10, 0.09, -0.14, 0.11, -0.14, 0.07, 0.10, 0.04, 0.11, 0.11, 0.10, 0.10, 0.11, 0.08, 0.10, 0.06, 0.10, 0.05, 0.09, 0.09, 0.10, 0.11, 0.10, 0.09, 0.11, 0.10, 0.12, 0.11, 0.10, 0.10, 0.08, 0.09, 0.11, 0.09, 0.08, 0.10, 0.06, 0.13, 0.10, 0.11, 0.11, 0.10, -0.01, 0.11, 0.11, 0.10], "e_homo_ev": [-0.2, -0.2], "total_charge": -1, "gap_ev": [2.65, 2.65]}

---

{"formula": "C34H57GaGeNO6SSeSi4", "method": "the ωB97M-V functional and the def2-TZVPD basis", "symbols": ["Se", "Ge", "Ga", "S", "Si", "Si", "Si", "Si", "O", "O", "O", "O", "O", "O", "N", "C", "C", "C", "C", "C", "C", "C", "C", "C", "C", "C", "C", "C", "C", "C", "C", "C", "C", "C", "C", "C", "C", "C", "C", "C", "C", "C", "C", "C", "C", "C", "C", "C", "C", "H", "H", "H", "H", "H", "H", "H", "H", "H", "H", "H", "H", "H", "H", "H", "H", "H", "H", "H", "H", "H", "H", "H", "H", "H", "H", "H", "H", "H", "H", "H", "H", "H", "H", "H", "H", "H", "H", "H", "H", "H", "H", "H", "H", "H", "H", "H", "H", "H", "H", "H", "H", "H", "H", "H", "H", "H"], "xyz": [[-1.8406, -1.0343, 1.5342], [2.0682, 0.0388, 2.2151], [-0.1470, 0.1543, -0.5190], [-1.9249, -1.2102, -3.1509], [4.2133, -0.2084, 1.1629], [2.0168, 2.2447, 3.1021], [3.5751, -0.1444, -3.8090], [1.7663, -1.8257, 3.6853], [-1.3610, -1.1025, -1.7548], [-0.4664, 1.5373, 0.7166], [-1.3196, 0.0446, 2.7839], [-2.4416, -2.3155, 2.2640], [-2.7987, -0.1746, 0.5623], [-0.4122, -1.3479, 0.6903], [-0.8859, 1.7493, -1.8125], [-0.1218, -3.2751, -3.7762], [-1.3808, 2.5346, 0.3845], [-0.0748, -5.6302, -4.2987], [0.5532, -5.8887, -3.0886], [-4.8034, -3.7620, 0.5595], [-0.8862, 1.8091, -3.1482], [3.7838, 1.6584, -4.2535], [4.2942, -1.8260, 0.2060], [0.5138, -3.5406, -2.5642], [1.4136, -0.1364, -1.6458], [5.1752, -0.8913, -3.2185], [-4.6937, -2.2613, -1.3098], [-3.1533, -4.0977, -1.1506], [4.4689, 1.3039, 0.0634], [3.3048, -1.8881, 4.7781], [2.0304, 3.5449, 1.7338], [3.5626, 2.5305, 4.1423], [-5.2735, -2.6442, -0.1122], [-0.4119, -4.3287, -4.6389], [2.2827, -0.1826, -2.4939], [-2.2309, 3.7693, -3.1043], [-1.5085, 2.6851, -1.1081], [-3.6413, -2.9950, -1.8425], [-2.2059, 3.7180, -1.7257], [2.9070, -1.1303, -5.2540], [0.8470, -4.8427, -2.2246], [-0.5161, -1.8735, -4.1195], [-3.0568, -2.6508, -3.1772], [-3.7389, -4.4847, 0.0436], [0.5108, 2.5344, 4.1930], [-1.5450, 2.8016, -3.8360], [1.7285, -3.4027, 2.6631], [5.7099, -0.2406, 2.3140], [0.3044, -1.8015, 4.8563], [-5.0606, -1.3862, -1.8325], [5.2683, 1.1548, -0.6658], [3.6600, 1.7926, 4.9398], [0.2782, -1.1787, -3.8397], [5.1858, -1.8780, -0.4207], [0.1988, -0.8363, 5.3527], [0.2854, 1.6620, 4.8078], [-2.5056, -3.4969, -3.5811], [1.3135, -4.2263, 3.2477], [1.1048, -3.2766, 1.7768], [-0.3046, -6.4407, -4.9773], [4.5384, 1.8072, -5.0273], [5.9799, -0.6809, -3.9251], [-1.5211, 2.8246, -4.9157], [-0.3758, 2.7447, 3.5912], [3.2743, -2.7750, 5.4152], [2.0671, -0.6211, -5.7306], [-5.2489, -4.0547, 1.5001], [5.7628, -1.1616, 2.8926], [5.0842, -1.9741, -3.1204], [3.5403, 3.5231, 4.5979], [-0.8998, -4.1275, -5.5859], [-3.8313, -2.3484, -3.8840], [1.3386, -5.0383, -1.2809], [4.7464, 2.1575, 0.6851], [-0.9807, 0.8176, 2.2716], [-2.3161, -4.6560, -1.5548], [0.8161, -6.9038, -2.8222], [3.5584, 1.5615, -0.4784], [-2.3761, 2.3078, 0.7916], [5.7208, 0.5902, 3.0182], [2.8413, 2.0751, -4.6126], [-3.3550, -5.3430, 0.5784], [1.5964, 3.1507, 0.8147], [-6.0849, -2.0626, 0.3030], [6.6168, -0.1793, 1.7075], [1.4557, 4.4247, 2.0317], [-2.7126, 4.4597, -1.1236], [4.3342, -2.6569, 0.9125], [3.0473, 3.8684, 1.5094], [3.4183, -1.9631, -0.4288], [2.7306, -3.6834, 2.3360], [-1.0471, 3.4919, 0.8054], [0.6750, 3.3862, 4.8562], [-0.7683, -1.7472, -5.1736], [-0.3005, 1.0507, -3.6517], [5.4641, -0.4924, -2.2473], [-0.6340, -2.0130, 4.3461], [3.3680, -1.0127, 5.4265], [4.4569, 2.4664, 3.5218], [0.7386, -2.7264, -1.8892], [-2.7650, 4.5608, -3.6123], [4.2190, -1.9288, 4.1891], [3.6721, -1.2922, -6.0148], [4.0831, 2.2290, -3.3728], [0.4608, -2.5671, 5.6197], [2.5590, -2.1086, -4.9160]], "mulliken_spin": [-0.03, 0.51, 0.19, 0.00, 0.07, 0.10, 0.00, 0.04, -0.01, -0.07, 0.01, 0.00, 0.00, 0.03, 0.00, 0.00, -0.01, 0.00, 0.00, 0.00, 0.00, 0.00, 0.00, 0.01, -0.03, 0.00, 0.00, 0.00, 0.00, 0.06, 0.01, 0.04, 0.00, 0.00, 0.00, 0.00, 0.00, 0.00, 0.00, 0.00, 0.00, 0.00, 0.00, 0.00, 0.00, 0.00, 0.01, 0.04, -0.01, 0.00, 0.00, 0.00, 0.00, 0.00, 0.00, 0.00, 0.00, 0.00, 0.00, 0.00, 0.00, 0.00, 0.00, 0.00, 0.00, 0.00, 0.00, 0.00, 0.00, 0.00, 0.00, 0.00, 0.00, 0.01, 0.01, 0.00, 0.00, 0.00, 0.00, -0.01, 0.00, 0.00, -0.01, 0.00, 0.01, 0.00, 0.00, 0.00, 0.00, 0.00, 0.00, 0.00, 0.00, 0.00, 0.00, 0.00, 0.00, 0.00, 0.00, 0.00, 0.00, -0.02, 0.00, 0.00, 0.00, 0.00], "e_homo_ev": [-6.6, -8.0], "total_charge": 0, "de_lowest_kj_mol": 36.1, "gap_ev": [6.67, 7.67], "multiplicity": 2}